[1]
Computed, not measured: a molecular structure, C18H14BiN2, with ωB97M-V with the def2-TZVPD basis set.

Element x y z (Å)
Bi1 -0.13 -0.08 -0.56
C1 1.35 2.95 1.10
C2 2.67 2.47 0.97
C3 2.97 1.12 1.20
C4 1.97 0.24 1.54
C5 0.61 0.69 1.61
C6 0.34 2.09 1.44
H1 1.16 4.01 0.97
H2 3.46 3.16 0.73
H3 4.00 0.79 1.15
H4 2.20 -0.79 1.79
H5 -0.07 0.13 2.26
H6 -0.66 2.47 1.61
C7 -4.58 0.35 0.05
C8 -3.23 0.65 -0.07
N1 -2.30 -0.31 -0.10
C9 -2.67 -1.63 -0.01
C10 -4.02 -2.00 0.10
C11 -4.98 -0.96 0.12
C12 -4.36 -3.38 0.18
C13 -3.39 -4.33 0.19
C14 -2.01 -3.98 0.10
C15 -0.97 -4.93 0.14
C16 0.34 -4.52 0.07
C17 0.63 -3.17 -0.05
N2 -0.34 -2.25 -0.09
C18 -1.66 -2.63 0.00
H7 -5.30 1.16 0.07
H8 -2.90 1.68 -0.15
H9 -6.03 -1.22 0.20
H10 -5.40 -3.66 0.24
H11 -3.66 -5.38 0.25
H12 -1.21 -5.99 0.21
H13 1.15 -5.23 0.10
H14 1.65 -2.82 -0.13

The calculation puts the energy above the lowest of the compared OMol25 structures with the same formula, charge and spin at 0.0 kJ/mol. The value obtained for the orbital gap is 6.877 eV. Its net charge is +3.

Results of the Löwdin charge analysis, in e, for atoms 1 through 5: 1.9845 -0.0009 0.0643 -0.0009 -0.0952

[2]
Computed, not measured: a molecular structure, C18H14Br2ClCoN6O4S2, with ωB97M-V with the def2-TZVPD basis set.

Element x y z (Å)
Co1 0.47 -1.42 0.59
Br1 2.06 -4.81 -1.04
C1 0.62 -4.12 -2.06
Br2 -0.64 -3.08 -0.96
H1 0.01 -4.93 -2.43
H2 0.98 -3.46 -2.83
O1 -1.24 0.99 5.54
C2 -1.38 1.86 4.56
O2 -1.55 3.03 4.74
C3 -1.34 1.33 3.14
C4 -1.61 2.10 2.03
Cl1 -2.06 3.72 2.03
N1 -1.46 1.31 0.91
N2 -1.10 0.05 1.29
C5 -1.02 0.06 2.61
C6 -0.46 -1.21 3.24
O3 -0.67 -1.46 4.41
O4 0.21 -1.95 2.41
C7 -1.35 1.54 -0.55
C8 -1.91 2.84 -1.03
C9 -2.36 3.11 -2.29
C10 -2.41 2.28 -3.44
C11 -2.15 0.88 -3.52
C12 -2.04 0.01 -2.51
H3 -1.05 0.07 5.24
H4 -1.93 3.64 -0.31
H5 -2.68 4.13 -2.45
H6 -2.66 2.77 -4.37
H7 -2.07 0.46 -4.52
H8 -1.87 -1.05 -2.65
N3 3.16 -3.13 1.92
C13 3.42 -2.26 0.94
N4 2.49 -1.50 0.38
C14 3.05 -0.62 -0.56
C15 4.36 -0.77 -0.76
S1 4.99 -1.99 0.28
C16 2.12 0.40 -1.08
C17 2.36 1.52 -1.80
S2 0.95 2.45 -1.92
C18 0.09 1.31 -1.02
N5 0.82 0.29 -0.66
N6 -2.26 0.41 -1.12
H9 2.26 -3.13 2.37
H10 3.90 -3.66 2.36
H11 5.01 -0.21 -1.43
H12 3.30 1.87 -2.22
H13 -3.22 0.74 -0.98
H14 -2.12 -0.39 -0.49

The spin multiplicity is 5. Its expectation value of S² is 6.051. The calculation puts the energy above the lowest of the compared OMol25 structures with the same formula, charge and spin at 149.1 kJ/mol. The value obtained for the orbital gap (spin up / spin down) is 7.813 / 6.148 eV. Its net charge is +2.

Results of the Löwdin charge analysis, in e, for atoms 1 through 5: 0.5656 0.7296 -0.9388 0.7793 0.0157

[3]
Computed, not measured: a molecular structure, C18H14Cl2OPtS8Te, with ωB97M-V with the def2-TZVPD basis set.

Element x y z (Å)
Pt1 -0.25 -0.86 0.38
S1 -0.31 -2.95 1.29
S2 0.84 -2.95 2.99
S3 2.51 -1.87 2.45
S4 1.89 -0.47 0.97
Cl1 -0.36 -1.34 -3.26
C1 -1.86 -0.72 -2.59
Cl2 -2.30 -1.53 -1.05
H1 -2.67 -0.94 -3.28
H2 -1.74 0.33 -2.36
O1 -0.49 0.86 -0.56
C2 -0.26 2.17 -0.11
C3 -1.05 3.04 -1.08
C4 -0.60 3.93 -2.01
C5 -1.64 4.46 -2.82
C6 -2.86 3.96 -2.50
S5 -2.76 2.84 -1.21
C7 -0.69 2.45 1.33
C8 -0.43 1.74 2.46
C9 -0.88 2.39 3.64
C10 -1.45 3.60 3.39
S6 -1.47 3.94 1.72
C11 1.22 2.48 -0.27
C12 2.06 1.89 -1.17
C13 3.38 2.42 -1.12
C14 3.50 3.41 -0.19
S7 2.03 3.69 0.63
H3 0.44 4.19 -2.10
H4 -1.48 5.19 -3.60
H5 -3.81 4.20 -2.95
H6 0.09 0.80 2.47
H7 -0.77 1.97 4.63
H8 -1.87 4.30 4.09
H9 1.73 1.11 -1.84
H10 4.20 2.08 -1.74
H11 4.39 3.97 0.06
Te1 0.97 -3.99 -0.44
C15 0.73 -5.92 0.30
C16 -0.24 -6.83 -0.04
C17 -0.09 -8.06 0.65
C18 0.98 -8.05 1.49
S8 1.81 -6.57 1.45
H12 -1.02 -6.61 -0.75
H13 -0.75 -8.90 0.52
H14 1.32 -8.86 2.13

The calculation puts the energy above the lowest of the compared OMol25 structures with the same formula, charge and spin at 20.2 kJ/mol. The value obtained for the orbital gap is 6.821 eV. Its net charge is 0.

Results of the Löwdin charge analysis, in e, for atoms 1 through 5: 0.4060 -0.1858 0.0092 -0.0192 0.0854

[4]
Computed, not measured: a molecular structure, C18H14ClN3O2V at a distorted geometry, with ωB97M-V with the def2-TZVPD basis set.

Element x y z (Å)
Cl1 3.64 1.08 -0.27
C1 -1.06 1.97 0.21
C2 -1.80 1.16 -0.71
C3 -0.96 0.89 -1.84
H1 -2.82 0.77 -0.53
C4 0.33 1.53 -1.63
C5 0.25 2.21 -0.35
H2 1.05 2.82 0.05
H3 -1.44 2.32 1.19
H4 -1.23 0.31 -2.72
C6 1.45 1.58 -2.59
V1 0.12 0.07 -0.10
C7 0.16 -1.60 -1.00
O1 0.09 -2.77 -1.07
C8 1.61 0.04 1.11
O2 2.19 -0.35 2.04
H5 1.45 0.70 -3.26
H6 2.41 1.68 -2.05
H7 1.25 2.50 -3.16
N1 -1.59 -8.04 7.08
C9 -1.58 -7.11 6.38
C10 -1.54 -6.00 5.49
C11 -0.57 -5.00 5.65
C12 -0.53 -3.94 4.74
C13 -1.54 -3.84 3.79
C14 -2.50 -4.83 3.62
C15 -2.49 -5.94 4.45
N2 -1.62 -2.68 2.98
C16 -2.79 -2.04 2.55
C17 -2.41 -1.02 1.74
N3 -1.01 -1.07 1.54
C18 -0.58 -2.00 2.42
H8 0.13 -5.04 6.49
H9 0.20 -3.14 4.81
H10 -3.27 -4.70 2.85
H11 -3.22 -6.75 4.32
H12 -3.76 -2.38 2.90
H13 -3.05 -0.29 1.25
H14 0.44 -2.29 2.60

The spin multiplicity is 2. Its expectation value of S² is 0.797. The value obtained for the orbital gap (spin up / spin down) is 3.634 / 3.753 eV. Its net charge is +2.

Results of the Löwdin charge analysis, in e, for atoms 1 through 5: 0.2026 -0.0261 -0.0498 -0.0463 0.1436

[5]
Computed, not measured: a molecular structure, C18H14ClO4PPb at a distorted geometry, with ωB97M-V with the def2-TZVPD basis set.

Element x y z (Å)
Pb1 -1.45 -0.34 3.21
O1 -5.13 -1.86 1.65
Cl1 -4.06 -0.96 1.76
O2 -4.11 0.05 0.77
O3 -4.01 -0.30 3.10
O4 -2.76 -1.76 1.71
C1 4.82 -0.03 0.98
C2 4.12 0.84 0.15
C3 2.72 0.78 0.11
C4 2.05 -0.16 0.84
C5 2.74 -1.02 1.68
C6 4.13 -0.94 1.73
P1 0.26 -0.45 0.80
C7 -0.03 -1.18 -0.85
C8 1.04 -1.42 -1.69
C9 0.82 -1.78 -3.00
C10 -0.44 -2.01 -3.53
C11 -1.51 -1.81 -2.64
C12 -1.30 -1.43 -1.33
C13 -0.65 1.10 0.58
C14 -0.64 1.86 -0.59
C15 -1.52 2.98 -0.65
C16 -2.23 3.37 0.46
C17 -2.19 2.58 1.62
C18 -1.37 1.44 1.75
H1 5.88 0.00 1.05
H2 4.65 1.62 -0.47
H3 2.17 1.50 -0.49
H4 2.20 -1.74 2.19
H5 4.73 -1.61 2.39
H6 2.03 -1.38 -1.33
H7 1.73 -2.02 -3.59
H8 -0.62 -2.28 -4.55
H9 -2.53 -2.07 -3.00
H10 -2.18 -1.46 -0.67
H11 -0.07 1.46 -1.44
H12 -1.55 3.46 -1.65
H13 -2.94 4.18 0.47
H14 -2.80 2.81 2.47

The value obtained for the orbital gap is 8.537 eV. Its net charge is 0.

Results of the Löwdin charge analysis, in e, for atoms 1 through 5: 1.2396 -0.2674 0.6605 -0.2892 -0.4847

[6]
Computed, not measured: a molecular structure, C18H14CuO5P at a distorted geometry, with ωB97M-V with the def2-TZVPD basis set.

Element x y z (Å)
O1 2.61 1.74 -4.06
C1 2.11 1.34 -3.14
Cu1 -0.74 0.19 -0.57
O2 -0.97 1.37 -3.23
C2 -0.83 1.09 -2.13
C3 1.46 0.00 0.92
O3 1.14 -0.57 1.93
C4 0.51 1.36 0.62
O4 0.68 2.47 0.96
C5 0.26 -1.58 -1.16
O5 0.46 -2.68 -1.49
H1 2.37 -0.13 0.30
C6 -4.11 -0.51 0.46
P1 -2.36 -0.47 0.82
C7 -2.42 0.65 2.27
C8 -2.53 0.29 3.60
C9 -2.62 1.26 4.61
C10 -2.67 2.62 4.29
C11 -2.63 2.99 2.94
C12 -2.53 2.03 1.94
C13 -2.18 -2.22 1.27
C14 -2.63 -3.17 0.32
C15 -2.39 -4.53 0.50
C16 -1.65 -4.97 1.62
C17 -1.19 -4.02 2.54
C18 -1.43 -2.66 2.34
H2 -4.49 0.49 0.25
H3 -4.58 -0.88 1.35
H4 -4.40 -1.14 -0.37
H5 -2.58 -0.76 3.82
H6 -2.65 0.95 5.66
H7 -2.78 3.37 5.06
H8 -2.69 4.06 2.66
H9 -2.55 2.36 0.90
H10 -3.17 -2.84 -0.58
H11 -2.78 -5.27 -0.23
H12 -1.51 -6.03 1.79
H13 -0.64 -4.35 3.42
H14 -1.03 -1.92 3.00

The spin multiplicity is 2. Its expectation value of S² is 0.758. The calculation puts the energy above the lowest of the compared OMol25 structures with the same formula, charge and spin at 0.0 kJ/mol. The value obtained for the orbital gap (spin up / spin down) is 8.003 / 6.875 eV. Its net charge is +1.

Results of the Löwdin charge analysis, in e, for atoms 1 through 5: 0.0807 0.0114 0.0541 0.1662 -0.1040

[7]
Computed, not measured: a single C18H14F3N5 molecule at a distorted geometry, with ωB97M-V with the def2-TZVPD basis set.

Element x y z (Å)
F1 1.82 -1.93 2.38
F2 2.11 -3.99 2.94
F3 0.88 -2.73 4.31
N1 1.08 5.08 -0.93
N2 -0.86 -4.36 2.30
N3 -0.48 -0.03 1.75
C1 0.87 3.85 -1.39
C2 -0.18 -3.21 2.24
C3 -0.88 -2.31 1.23
C4 -1.94 -3.09 0.79
C5 -0.56 -1.02 0.80
C6 0.56 3.51 2.13
C7 0.63 3.90 0.84
C8 -0.46 -0.62 -0.58
C9 0.24 2.17 2.45
C10 0.48 2.97 -0.24
C11 -0.07 0.64 -0.95
C12 0.00 1.19 1.39
C13 0.24 1.61 0.03
N4 -1.90 -4.33 1.48
N5 1.04 5.13 0.41
C14 1.17 -2.93 2.94
C15 -0.62 -1.77 -1.60
C16 -0.16 1.05 -2.44
C17 0.39 -1.37 -2.76
C18 -0.32 -0.12 -3.50
H1 1.04 3.71 -2.38
H2 -2.68 -2.92 0.04
H3 0.40 4.21 2.94
H4 0.04 1.86 3.45
H5 -2.38 -5.15 1.25
H6 1.48 5.77 1.10
H7 -0.19 -2.72 -1.31
H8 -1.67 -2.03 -1.83
H9 0.87 1.44 -2.79
H10 -0.87 1.86 -2.60
H11 1.41 -1.00 -2.35
H12 0.67 -2.14 -3.45
H13 -1.37 -0.32 -3.60
H14 0.18 0.15 -4.48

As for the SMILES: FC(F)(F)c1n[nH]cc1-c1nc2ccc3[nH]ncc3c2c2c1CCCC2. The value obtained for the orbital gap is 8.292 eV. Its net charge is 0.

Results of the Löwdin charge analysis, in e, for atoms 1 through 5: 0.1722 0.0700 0.0685 0.0200 0.0821

[8]
Computed, not measured: 2 unconnected molecules or ions with the total composition C18H14N2O3 at a distorted geometry, with ωB97M-V with the def2-TZVPD basis set.

Element x y z (Å)
C1 2.06 1.71 4.52
C2 2.43 2.08 3.00
O1 3.61 2.51 2.70
C3 1.46 1.93 1.98
C4 0.17 1.38 2.19
C5 -0.60 1.04 1.26
C6 -0.34 1.53 0.12
C7 0.94 2.40 -0.33
C8 1.85 2.54 0.74
H1 2.67 2.98 0.61
H2 1.32 2.68 -1.27
H3 -0.85 1.62 -0.91
N1 -1.89 0.42 1.39
C9 -2.30 -0.67 0.56
O2 -3.37 -1.06 0.92
C10 -1.76 -0.92 -0.63
C11 -2.66 -0.59 -1.79
C12 -2.02 -0.78 -3.11
O3 -2.55 -0.52 -4.39
N2 -0.63 -1.31 -3.19
C13 0.10 -1.45 -2.19
C14 1.52 -2.15 -2.22
C15 2.23 -2.48 -1.27
C16 1.68 -2.43 0.14
C17 0.49 -1.64 0.01
C18 -0.46 -1.43 -0.96
H4 -0.24 -1.69 1.28
H5 2.32 -2.63 0.76
H6 3.14 -2.84 -1.27
H7 1.72 -2.22 -3.32
H8 -0.20 -1.32 -4.26
H9 -3.51 -0.06 -1.81
H10 -2.07 0.28 2.31
H11 -0.01 0.86 3.23
H12 2.82 2.15 5.27
H13 2.10 0.62 4.51
H14 1.14 2.43 4.65

The calculation puts the energy above the lowest of the compared OMol25 structures with the same formula, charge and spin at 1290.2 kJ/mol. The value obtained for the orbital gap is 7.182 eV. Its net charge is 0.

Results of the Löwdin charge analysis, in e, for atoms 1 through 5: -0.0236 -0.3467 -0.0002 -0.1505 0.0056

[9]
Computed, not measured: a molecular structure, C18H15As4CuF24N3O6 at a distorted geometry, with ωB97M-V with the def2-TZVPD basis set.

Element x y z (Å)
Cu1 -0.73 0.88 0.36
As1 2.38 0.55 3.12
F1 3.58 0.04 4.38
F2 3.67 1.06 1.89
F3 1.00 0.96 2.05
F4 1.09 0.19 4.32
F5 2.30 2.28 3.70
F6 2.16 -1.17 2.50
As2 -1.47 4.06 -2.33
F7 -1.49 5.17 -0.86
F8 -1.81 5.35 -3.61
F9 -1.20 3.04 -3.78
F10 -0.91 2.77 -1.23
F11 -3.32 3.68 -2.31
F12 0.25 4.61 -2.45
As3 -1.31 3.63 3.85
F13 -0.94 3.19 2.12
F14 0.43 4.18 4.02
F15 -1.43 4.13 5.55
F16 -2.97 3.01 3.80
F17 -0.77 1.96 4.28
F18 -1.80 5.32 3.16
As4 -3.11 -1.48 2.74
F19 -3.08 -2.98 1.76
F20 -4.70 -1.00 2.31
F21 -2.91 0.02 3.75
F22 -1.40 -1.71 3.32
F23 -2.42 -0.43 1.40
F24 -3.78 -2.31 4.15
C1 3.38 -4.31 -2.11
C2 2.82 -3.07 -2.25
C3 1.95 -2.52 -1.32
C4 1.71 -3.23 -0.17
C5 2.10 -4.55 -0.10
C6 2.81 -5.10 -1.15
N1 0.89 -2.66 0.85
O1 0.37 -1.57 0.60
O2 0.54 -3.32 1.82
H1 3.80 -4.78 -2.99
H2 3.11 -2.64 -3.19
H3 1.49 -1.55 -1.50
H4 1.90 -5.13 0.79
H5 2.93 -6.17 -1.24
C7 -6.55 -0.16 -1.12
C8 -6.08 -1.42 -1.44
C9 -4.68 -1.66 -1.62
C10 -3.84 -0.52 -1.54
C11 -4.31 0.71 -1.20
C12 -5.66 0.93 -0.94
N2 -2.38 -0.71 -1.67
O3 -1.89 -1.81 -1.89
O4 -1.72 0.35 -1.66
H6 -7.59 0.03 -0.91
H7 -6.73 -2.27 -1.31
H8 -4.39 -2.70 -1.69
H9 -3.72 1.61 -1.29
H10 -6.05 1.86 -0.55
C13 5.99 -0.41 -1.55
C14 5.77 0.67 -2.40
C15 4.55 1.35 -2.44
C16 3.54 0.89 -1.60
C17 3.77 -0.13 -0.65
C18 4.95 -0.82 -0.71
N3 2.27 1.59 -1.56
O5 2.07 2.59 -2.25
O6 1.38 1.07 -0.92
H11 6.96 -0.79 -1.27
H12 6.66 1.10 -2.85
H13 4.45 2.28 -2.97
H14 3.05 -0.37 0.12
H15 5.06 -1.72 -0.11

The spin multiplicity is 2. Its expectation value of S² is 0.752. The calculation puts the energy above the lowest of the compared OMol25 structures with the same formula, charge and spin at 16.3 kJ/mol. The value obtained for the orbital gap (spin up / spin down) is 7.942 / 4.795 eV. Its net charge is -2.

Results of the Löwdin charge analysis, in e, for atoms 1 through 5: 1.1055 1.0092 -0.2997 -0.2952 -0.2947

[10]
Computed, not measured: a molecular structure, C18H15BCl2N9Pt, with ωB97M-V with the def2-TZVPD basis set.

Element x y z (Å)
Pt1 -0.49 0.93 -0.66
C1 -3.12 -2.37 -0.55
C2 -2.73 -1.15 -1.06
N1 -1.56 -0.80 -0.51
N2 -1.20 -1.76 0.36
C3 -2.12 -2.73 0.34
B1 0.14 -1.63 1.15
N3 1.27 -1.38 0.11
C4 2.42 -2.03 -0.09
C5 3.11 -1.43 -1.13
C6 2.29 -0.38 -1.54
N4 1.19 -0.38 -0.79
N5 0.01 -0.28 1.97
C7 0.15 0.03 3.27
C8 0.02 1.40 3.44
C9 -0.20 1.90 2.17
N6 -0.22 0.87 1.30
N7 0.40 -2.88 1.92
C10 0.59 -3.24 3.22
C11 0.80 -4.59 3.26
C12 0.72 -5.00 1.91
N8 0.48 -3.98 1.11
H1 -4.01 -2.93 -0.79
H2 -3.22 -0.51 -1.78
H3 -2.00 -3.61 0.95
H4 2.67 -2.89 0.51
H5 4.06 -1.71 -1.54
H6 2.44 0.35 -2.31
H7 0.34 -0.72 4.01
H8 0.08 1.95 4.36
H9 -0.35 2.90 1.82
H10 0.58 -2.55 4.04
H11 0.97 -5.20 4.13
H12 0.82 -5.99 1.50
Cl1 -0.97 1.29 -3.01
C13 -0.67 3.01 -2.99
C14 -0.94 3.77 -4.07
C15 -0.64 5.15 -3.97
C16 -0.09 5.74 -2.85
C17 0.18 4.96 -1.73
Cl2 0.83 5.64 -0.35
C18 -0.10 3.52 -1.76
N9 0.17 2.79 -0.73
H13 -1.36 3.36 -4.98
H14 -0.84 5.78 -4.83
H15 0.12 6.80 -2.82

The spin multiplicity is 2. Its expectation value of S² is 0.763. The calculation puts the energy above the lowest of the compared OMol25 structures with the same formula, charge and spin at 0.0 kJ/mol. The value obtained for the orbital gap (spin up / spin down) is 4.700 / 4.474 eV. Its net charge is +2.

Results of the Löwdin charge analysis, in e, for atoms 1 through 5: 1.2997 0.0009 -0.1045 -0.1702 0.0297

[11]
Computed, not measured: a molecular structure, C18H15Cl2LuNO6Te at a distorted geometry, with ωB97M-V with the def2-TZVPD basis set.

Element x y z (Å)
Lu1 -6.08 1.72 17.44
O1 -7.63 5.75 16.97
C1 -7.06 4.73 17.29
O2 -6.74 3.62 16.58
C2 -6.66 4.55 18.73
C3 -6.85 5.61 19.62
C4 -6.83 5.26 20.94
C5 -6.55 3.97 21.36
C6 -6.37 3.00 20.40
N1 -6.28 3.38 19.05
C7 -6.48 1.49 20.53
O3 -6.93 1.10 21.59
O4 -6.13 0.90 19.41
H1 -7.05 6.64 19.28
H2 -7.04 5.97 21.75
H3 -6.51 3.75 22.45
C8 -6.97 -1.39 10.15
C9 -6.90 -1.07 11.59
C10 -7.29 0.17 12.06
C11 -7.49 0.52 13.43
C12 -7.81 1.90 13.81
C13 -7.31 -0.55 14.31
Te1 -8.22 -0.52 16.24
C14 -6.79 -1.79 13.89
C15 -6.40 -2.80 14.92
C16 -6.57 -2.02 12.52
H4 -7.84 -0.85 9.73
H5 -7.06 -2.48 10.00
H6 -6.08 -1.01 9.64
H7 -7.36 0.94 11.29
H8 -8.19 2.42 12.88
H9 -6.85 2.38 14.10
H10 -8.44 1.96 14.68
H11 -5.98 -2.34 15.83
H12 -5.71 -3.57 14.55
H13 -7.33 -3.36 15.25
H14 -6.22 -3.02 12.24
Cl1 -1.14 1.22 15.89
C17 -2.42 0.62 17.04
Cl2 -2.38 -1.14 17.10
C18 -3.80 1.18 16.68
O5 -3.99 2.27 17.31
O6 -4.72 0.62 15.97
H15 -2.17 1.01 18.02

The calculation puts the energy above the lowest of the compared OMol25 structures with the same formula, charge and spin at 0.0 kJ/mol. The value obtained for the orbital gap is 6.130 eV. Its net charge is -1.

Results of the Löwdin charge analysis, in e, for atoms 1 through 5: 1.5668 0.0802 -0.5208 -0.2360 -0.2311